1.
{"formula": "C25H58BClN7O7", "method": "wB97M-V/def2-TZVPD", "symbols": ["C", "H", "H", "B", "H", "H", "C", "O", "H", "C", "H", "H", "H", "H", "C", "N", "C", "H", "H", "H", "Cl", "N", "C", "H", "C", "H", "H", "H", "C", "H", "N", "H", "H", "H", "H", "C", "C", "C", "C", "H", "H", "H", "H", "C", "C", "H", "H", "H", "H", "O", "H", "C", "C", "H", "C", "H", "H", "H", "H", "H", "C", "C", "H", "H", "H", "O", "H", "H", "H", "H", "C", "N", "C", "C", "O", "N", "H", "H", "N", "H", "O", "O", "H", "H", "H", "H", "H", "H", "H", "O", "H", "H", "N", "C", "C", "C", "H", "H", "H"], "positions_angstrom": [[2.31691, 4.25011, 6.55744], [-1.72746, 2.30563, 7.61591], [-2.39092, -1.21739, -3.92267], [-2.49087, 1.42080, -3.77275], [2.90546, 1.53548, -0.27124], [-0.26037, 3.10523, 4.32801], [-2.44254, 2.46119, 1.35734], [1.18240, -4.40839, -3.10730], [-3.35398, 3.05394, 1.29006], [0.61556, -5.61278, -2.62011], [-4.33867, 0.66311, -3.87533], [-1.74447, 3.81097, 9.49019], [2.20139, -4.31064, 0.30833], [3.63147, -0.09104, -1.48528], [1.50974, 0.08377, -1.73213], [0.60265, -0.40509, -2.54084], [-0.88821, 6.50242, 8.12693], [-1.31342, 1.15396, 0.07961], [-0.10969, 7.20379, 8.41949], [1.00272, -3.00961, 0.50982], [2.69485, 3.49266, -1.50016], [-1.39193, 0.46826, -3.48659], [1.91825, -3.30665, 0.00614], [-2.98258, 3.04870, -4.66391], [2.05061, 2.16485, -0.49232], [1.61464, 5.08785, 6.56951], [1.54535, 1.57359, 4.87100], [-1.01621, -8.15187, -4.55013], [-2.04385, 2.83054, -1.08614], [0.16273, -6.53568, -8.73108], [0.00974, 1.63450, -1.94531], [1.27455, -6.00190, -7.45219], [-3.83542, 0.48626, 0.65946], [1.39058, 1.88610, 6.59373], [-0.47869, -5.54024, -2.62342], [0.51821, -3.82790, -4.22152], [-3.39583, 0.84447, -0.26737], [-0.30631, 0.55654, -2.69164], [2.65457, 3.04128, 1.75088], [3.34172, 2.20064, 1.83312], [-3.11181, -0.02988, -0.84908], [0.75754, -7.73761, -2.76113], [-2.57990, 1.73873, 2.15437], [-0.68651, 2.90616, -1.81619], [1.49908, 2.68574, 0.82086], [-1.44854, -0.62787, -5.15960], [0.30144, -4.81243, -8.34243], [-1.84522, 6.85801, 8.51983], [3.91734, -2.52700, -0.22457], [-2.19450, 2.51283, -4.51176], [0.91948, -5.68288, -1.57190], [-0.68536, -7.19615, -4.96644], [-0.20831, 2.68155, 5.33328], [-1.63724, 3.14173, 1.61711], [0.30142, -5.81548, -7.91982], [-2.19148, 3.81517, -0.64780], [-0.07128, 2.77490, 8.02893], [-4.17756, 1.37245, -0.80775], [-0.39084, -7.91897, -6.97262], [2.30032, 3.28778, 2.74664], [-0.99091, -7.17285, -6.44559], [3.01120, -2.31994, 0.34531], [2.21216, 3.68722, 7.48770], [1.75475, -3.29967, -1.06632], [-0.85696, 3.26720, -2.82539], [-0.76167, -5.87752, -6.98977], [-0.36025, 4.48443, 6.24258], [0.66124, -2.74904, -4.16283], [-0.78458, 1.74948, 5.31703], [-2.83016, 2.71216, -1.82719], [-1.52731, 4.23538, 8.50651], [-0.87368, 3.61204, 6.23241], [-1.01706, 3.13746, 7.60271], [-2.20905, 1.76944, 0.01999], [2.13689, 3.41508, 5.42462], [-1.51318, -0.77496, -4.16050], [3.25815, -2.32760, 1.40191], [1.08401, -6.25874, -5.25744], [1.21203, 1.32177, -1.32281], [0.92025, 3.58577, 0.63544], [-3.76703, 1.17979, -3.30154], [2.57037, -0.98714, 0.04737], [-2.04584, -7.41741, -6.59483], [2.20069, -6.87497, -3.26743], [-0.55406, -4.03955, -4.20224], [-0.94861, 6.47808, 7.03254], [0.87773, 1.90909, 1.25637], [-2.45185, 4.66277, 8.10856], [3.21208, 3.87854, 1.34096], [-0.54324, 5.24595, 8.67317], [3.32579, 4.65680, 6.50485], [0.93379, -4.17664, -5.17080], [0.74204, -7.04722, -4.72379], [2.71888, -0.66863, -1.31904], [1.10968, -6.86838, -3.32512], [1.24788, 2.33195, 5.60285], [-1.28519, -6.40321, -4.49555], [2.74131, -1.54879, -1.95715], [-0.01108, 3.61766, -1.36506]], "lumo_energy_ev": -2.325, "homo_lumo_gap_ev": 8.005, "max_force_ha_per_bohr": 0.0139, "total_charge": 1, "homo_ev": -10.33, "energy_ev": -64821.385}

2.
{"formula": "C25H58BClN7O7P2", "method": "wB97M-V/def2-TZVPD", "symbols": ["H", "C", "O", "H", "H", "O", "C", "P", "H", "H", "H", "C", "C", "H", "H", "C", "H", "H", "H", "H", "O", "H", "C", "N", "H", "O", "C", "H", "P", "H", "H", "C", "H", "H", "H", "H", "H", "H", "H", "C", "H", "C", "C", "B", "H", "H", "C", "H", "H", "H", "H", "H", "C", "H", "C", "C", "N", "H", "N", "H", "N", "N", "O", "H", "H", "H", "H", "O", "N", "H", "H", "C", "H", "N", "C", "H", "C", "H", "C", "H", "H", "O", "H", "C", "H", "C", "C", "H", "H", "H", "H", "H", "H", "H", "C", "H", "H", "H", "C", "C", "Cl"], "positions_angstrom": [[0.31973, 5.77461, 1.57813], [3.62489, -1.95829, 5.00905], [-1.22015, 3.36371, -2.17907], [-0.29015, -0.67566, 6.26272], [0.02065, -1.66723, 2.86734], [-1.82286, 5.81807, -3.51543], [2.23770, 5.10231, 2.40805], [-0.84403, -3.82912, -4.77361], [0.21848, 6.08837, -3.60209], [-0.72268, -2.63977, -8.37552], [-1.70277, 4.62117, 2.09664], [-0.40989, 6.68281, -1.59200], [0.79464, -5.74071, -5.58703], [-3.27129, -3.42585, -6.03698], [0.70999, 6.46492, 3.20257], [-0.55319, 5.72934, -2.84388], [3.18750, -2.18777, 4.03677], [-0.13944, -4.24876, -7.92630], [-0.92454, -2.11170, -2.14641], [-2.47008, -2.58307, -2.87622], [-1.76063, 1.94919, 1.00726], [3.80710, -0.52695, 7.14608], [-4.27254, 3.64999, -2.54166], [1.34952, -4.32529, 5.15731], [-4.26226, 4.00226, -3.61692], [1.79140, -3.71354, 7.43480], [-2.87367, 4.36388, -0.42389], [0.15381, -5.98670, 4.62602], [1.28433, -2.94852, 6.20602], [0.45466, -5.82522, 6.37492], [4.41148, -2.69168, 5.22640], [-0.15697, 4.41684, 3.36285], [-0.52857, -3.21738, 3.51728], [-2.57646, -4.66800, -7.09398], [-3.36165, 3.83826, 0.45430], [2.67961, 5.84336, 1.66722], [-2.53023, 5.35830, -0.03802], [0.52667, -1.28100, -5.50119], [-0.68163, -4.74555, 5.54803], [2.58587, -5.07231, 4.98042], [-2.88519, -3.02416, -7.70410], [-0.30360, -3.23110, -7.55358], [0.29745, -2.49779, 3.52575], [-0.71577, 2.95126, 1.40129], [1.93098, -4.21202, -3.58023], [-0.08168, -6.07556, -6.15493], [0.61033, 2.03148, 1.64847], [2.49392, -1.24682, 8.05610], [-4.55649, 2.58109, -2.38451], [0.22397, 3.82702, -3.55757], [2.34487, 0.62894, 2.29402], [2.99304, -5.45274, 5.92392], [0.07496, -1.19045, -4.51170], [0.44061, 6.34105, -0.94152], [-1.59633, -1.93969, -2.99551], [-0.55170, -1.19258, 5.33258], [-1.23232, 3.81880, 2.53520], [4.10416, -0.98067, 4.89214], [2.63514, -1.91005, 6.06071], [0.47113, 3.63742, 3.88994], [-1.20472, -3.19294, -6.40963], [0.58711, -1.99636, 4.86328], [-0.63695, 3.77885, 0.16091], [3.94203, -2.20884, 7.70791], [1.67390, -5.99044, -6.18937], [-0.08974, 7.69714, -1.99649], [-4.51634, 5.53215, -1.53778], [-0.64954, -4.43416, -3.37854], [-0.92932, -2.20342, -4.26866], [0.65954, -2.77667, -7.32801], [3.34723, -4.47122, 4.48664], [-2.54823, -3.60230, -6.84050], [2.81662, -4.31658, -5.11178], [0.72361, -4.30249, -5.33971], [1.92824, -3.89676, -4.62897], [2.42556, -5.92430, 4.31221], [-3.94081, 4.55690, -1.55667], [-0.82380, -0.42341, 4.60678], [1.49744, 1.27320, 1.97651], [-2.04496, 6.76582, -3.52382], [0.82978, -6.31538, -4.65418], [-3.20437, 1.43953, -0.67163], [1.17011, -2.95515, 3.06238], [0.27462, -5.27172, 5.44569], [-0.67830, 4.98116, 4.20452], [3.25258, -1.45708, 7.30131], [-1.60555, 3.50402, -0.81846], [-3.41355, 0.68268, -0.09776], [2.07158, -2.81889, -4.67153], [0.76135, 4.15230, -1.87350], [-1.36519, 6.86926, -1.03465], [2.85182, 5.18333, 3.34520], [2.38742, 4.08397, 1.96191], [-1.42634, -1.82182, 5.52873], [-0.13327, 4.21327, -2.55182], [0.86811, -1.21824, -3.75555], [-0.37556, -0.19369, -4.48407], [-1.95673, -0.91134, -2.94641], [-1.91648, 1.94828, -0.39470], [0.71743, 5.50612, 2.59437], [-0.80615, 0.67447, -1.17063]], "lumo_energy_ev": 1.080, "homo_lumo_gap_ev": 6.202, "max_force_ha_per_bohr": 0.1434, "total_charge": -1, "homo_ev": -5.12, "energy_ev": -83399.044}